# C32H63F9N3O7P

A 4-piece molecular cluster, C32H63F9N3O7P overall (wB97M-V/def2-TZVPD, OMol25).

Geometry as ORCA input:
```
! wB97M-V def2-TZVPD RIJCOSX def2/J DEFGRID3
* xyz 0 1
P 9.529 0.843 -1.957
F -11.741 -7.688 -5.238
F -0.017 3.836 0.286
F -1.165 2.430 -0.878
F -11.783 -7.318 -3.114
F -13.240 -0.496 -1.896
F -12.791 1.601 -1.652
F -10.080 -6.688 -4.290
F -13.504 0.445 0.029
F -0.757 2.023 1.205
O -10.690 1.053 -0.127
O -10.853 -1.073 -0.866
O 2.005 2.141 0.525
O 1.073 0.949 -1.150
O -12.523 -5.147 -5.624
O 10.164 -1.844 -2.450
O -12.002 -4.708 -3.473
N 9.573 2.931 -4.524
N 7.407 3.830 -4.057
N 7.577 1.575 -4.635
C 8.463 2.374 -2.430
C 4.086 2.077 -0.746
C -0.975 0.333 4.338
C -12.068 -5.452 -4.563
C 0.056 -0.750 4.614
C 5.974 0.410 1.570
C 1.030 1.776 -0.291
C -11.411 -6.820 -4.293
C 5.019 -0.782 1.566
C 8.274 2.653 -3.920
C 10.636 -0.741 -1.691
C -2.421 -0.202 4.262
C 2.381 -0.478 3.546
C -3.454 0.628 5.049
C -9.331 0.832 0.309
C 10.636 -1.815 -3.773
C -8.370 1.000 -0.848
C -6.034 1.218 2.201
C -11.296 0.021 -0.684
C -14.047 -3.387 -3.380
C -5.443 0.564 3.453
C 7.453 -0.003 1.596
C 1.482 -0.197 4.766
C 4.713 -1.354 2.950
C 3.883 -0.437 3.846
C 3.264 1.454 0.360
C 8.055 -0.186 0.193
C -12.738 0.409 -1.064
C -4.391 1.437 4.152
C 9.033 0.922 -0.176
C -0.256 2.541 0.078
C -12.548 -3.376 -3.579
H 5.061 1.594 -0.801
H 11.665 -0.501 -1.989
H -14.548 -3.949 -4.169
H 8.628 1.912 0.027
H -9.244 -0.151 0.770
H 8.581 -1.141 0.144
H 7.970 4.667 -3.957
H -9.151 1.584 1.073
H -0.753 0.810 3.384
H -6.249 0.367 4.161
H 3.592 1.966 -1.711
H 8.813 0.056 -2.910
H -6.825 1.926 2.444
H 5.792 1.008 0.674
H 5.656 -1.589 3.453
H -4.983 -0.386 3.180
H 2.161 0.283 2.791
H 4.222 0.596 3.767
H 5.772 1.050 2.429
H 10.707 1.575 -2.315
H 1.961 -0.636 5.642
H -14.300 -3.848 -2.425
H -4.906 2.175 4.771
H 9.482 2.956 -5.535
H -3.824 1.977 3.391
H -14.430 -2.368 -3.387
H 0.025 -1.505 3.828
H 9.954 0.833 0.403
H -12.273 -2.948 -4.542
H -8.538 0.241 -1.611
H 11.698 -2.079 -3.819
H 10.502 -0.834 -4.239
H -4.068 -0.012 5.686
H 7.552 -0.936 2.152
H -0.231 -1.263 5.536
H -2.939 1.320 5.716
H 4.049 -0.721 4.888
H 2.096 -1.442 3.124
H 8.998 3.229 -2.007
H -5.263 1.750 1.645
H 7.039 3.825 -5.002
H -2.736 -0.216 3.217
H 3.076 0.397 0.178
H -12.054 -2.805 -2.795
H 10.676 -1.051 -0.647
H -0.916 1.117 5.094
H 8.020 0.754 2.138
H 4.075 -0.478 1.102
H 6.967 1.053 -4.023
H 3.763 1.553 1.323
H -6.442 0.449 1.546
H 5.416 -1.577 0.931
H 4.195 -2.307 2.833
H 7.257 -0.262 -0.550
H 1.438 0.880 4.934
H -7.343 0.917 -0.500
H -2.449 -1.236 4.605
H 8.235 0.947 -5.070
H 4.234 3.140 -0.559
H 10.075 -2.546 -4.352
H -8.503 1.978 -1.312
H 7.477 2.322 -1.966
H 10.256 2.211 -4.314
*
```

HOMO energy: -7.9 eV
strongest force on any atom: 0.8 eV Å⁻¹
E_LUMO: 0.0237 Ha
SMILES string: CCCCCCCCCCCCCCCC[PH2](COC)CC(N)(N)N.CCOC(=O)C(F)(F)F.CCOC(=O)C(F)(F)F.CCOC(=O)C(F)(F)F

Mulliken population analysis, charges in e, atoms 1 to 99: 0.62 -0.24 -0.27 -0.25 -0.25 -0.21 -0.26 -0.25 -0.27 -0.26 -0.33 -0.52 -0.38 -0.52 -0.52 -0.34 -0.33 -0.68 -0.62 -0.59 -1.53 -1.27 -0.21 0.32 -0.86 0.17 0.33 0.92 0.21 1.10 -1.01 -0.63 -0.16 -0.83 -0.15 -0.66 -1.02 -1.02 0.36 -1.14 -0.46 -1.22 -0.80 -1.09 -0.59 -0.27 -0.48 0.87 -0.73 -1.45 0.83 -0.01 0.13 0.40 0.40 0.57 0.34 0.36 0.30 0.28 -0.16 0.33 0.45 -0.08 0.29 -0.51 0.31 0.35 -0.35 0.27 0.63 0.07 0.46 0.29 0.42 0.27 0.25 0.34 0.39 0.48 0.33 0.30 0.31 0.24 0.34 0.31 0.40 0.40 0.55 0.37 0.36 0.33 0.30 0.40 0.53 0.16 0.52 0.32 0.47